The following is a quantum chemistry calculation of a molecular structure, C39H61N5O5PrS2 in a non-equilibrium geometry, from OMol25.

ORCA input file:
```
! wB97M-V def2-TZVPD RIJCOSX def2/J DEFGRID3
* xyz 1 3
Pr 1.33 -0.75 -0.11
C -3.69 1.04 0.34
C -2.91 0.49 1.54
C -3.65 -0.70 2.20
C -3.95 -1.97 1.37
C -3.57 -3.21 2.18
C -5.45 -2.02 1.04
N -3.15 -1.97 0.11
C -3.28 -3.16 -0.76
C -2.83 -2.86 -2.18
N -1.42 -2.48 -2.28
C -0.59 -3.56 -1.77
C -0.38 -3.37 -0.26
O -0.15 -4.33 0.47
O -0.51 -2.15 0.13
C -1.13 -1.98 -3.63
C 0.35 -2.04 -3.99
C -1.70 -0.56 -3.85
C -1.18 0.69 -3.08
C 0.24 1.11 -3.52
C -2.15 1.81 -3.47
N -1.28 0.47 -1.63
C -0.99 1.66 -0.82
C -0.81 1.36 0.69
N -1.50 0.18 1.22
C -0.84 -0.31 2.46
C 0.70 -0.04 2.61
O 1.03 0.87 3.35
O 1.49 -0.82 2.00
H -4.74 0.80 0.44
H -3.30 0.67 -0.61
H -3.63 2.13 0.32
H -2.91 1.27 2.32
H -4.60 -0.29 2.54
H -3.11 -0.99 3.09
H -3.99 -3.14 3.18
H -2.49 -3.30 2.28
H -3.95 -4.13 1.73
H -6.02 -1.99 1.96
H -5.73 -2.94 0.53
H -5.75 -1.18 0.43
H -3.40 -1.14 -0.44
H -2.10 -1.88 0.30
H -4.32 -3.47 -0.80
H -2.69 -3.97 -0.33
H -3.44 -2.04 -2.57
H -3.04 -3.75 -2.80
H 0.41 -3.52 -2.20
H -1.00 -4.56 -1.99
H -1.66 -2.61 -4.37
H 0.94 -1.63 -3.17
H 0.54 -1.45 -4.88
H 0.66 -3.06 -4.21
H -2.77 -0.59 -3.69
H -1.55 -0.34 -4.91
H 0.36 0.96 -4.59
H 1.02 0.55 -3.00
H 0.41 2.17 -3.33
H -2.28 1.83 -4.55
H -1.79 2.79 -3.17
H -3.13 1.65 -3.02
H -0.69 -0.33 -1.36
H -1.82 2.36 -0.95
H -0.07 2.18 -1.15
H -1.11 2.27 1.24
H 0.27 1.21 0.85
H -0.98 -1.40 2.52
H -1.28 0.17 3.34
C 0.82 6.44 3.05
C 1.27 5.01 3.41
C 2.01 5.03 4.75
C 0.02 4.14 3.56
C 2.21 4.48 2.34
C 3.34 5.24 2.00
C 4.25 4.80 1.07
C 4.02 3.58 0.45
S 5.01 2.79 -0.73
C 3.86 1.47 -0.75
N 2.82 1.61 0.03
C 2.89 2.80 0.74
C 2.00 3.27 1.71
C 4.12 0.35 -1.64
C 5.38 0.31 -2.26
C 5.69 -0.69 -3.16
C 4.76 -1.68 -3.40
C 3.53 -1.66 -2.74
C 3.12 -0.64 -1.86
H 0.11 6.80 3.79
H 0.33 6.45 2.07
H 1.65 7.13 3.01
H 1.36 5.41 5.53
H 2.90 5.67 4.70
H 2.32 4.03 5.02
H -0.61 4.54 4.36
H 0.29 3.12 3.83
H -0.56 4.14 2.64
H 3.53 6.18 2.48
H 5.13 5.37 0.82
H 1.19 2.64 2.01
H 6.11 1.07 -2.04
H 6.66 -0.70 -3.64
H 4.98 -2.48 -4.09
H 2.87 -2.49 -2.95
C 3.09 -5.30 0.06
S 3.32 -3.61 0.71
C 2.47 -3.89 2.30
O 2.34 -2.81 -0.10
H 3.65 -6.01 0.66
H 3.47 -5.31 -0.96
H 2.03 -5.53 0.07
H 2.96 -4.70 2.83
H 1.43 -4.12 2.10
H 2.54 -2.97 2.88
*
```

Properties
Orbital gap (alpha / beta) (Eh): 0.2988 / 0.3000
HOMO level (alpha / beta) (eV): -10.01 / -10.02

=====

The following is a quantum chemistry calculation of 10 unconnected molecules or ions with the total composition C39H61NO27 in a non-equilibrium geometry, from OMol25.

ORCA input file:
```
! wB97M-V def2-TZVPD RIJCOSX def2/J DEFGRID3
* xyz 0 1
C 1.79 -4.48 -3.89
C 1.32 -4.21 -2.47
C 0.28 -5.03 -1.80
O 0.75 -5.07 -0.45
C 2.04 -4.79 -0.44
O 2.78 -4.92 0.53
O 2.43 -4.42 -1.65
H 1.16 -4.09 -4.69
H 2.00 -5.43 -4.18
H 2.71 -3.86 -4.01
H 1.05 -3.18 -2.37
H 0.45 -6.01 -2.20
H -0.80 -4.80 -1.94
C 2.61 3.57 1.27
C 3.42 3.26 2.39
C 2.81 3.27 3.83
O 3.63 2.30 4.45
C 4.03 1.37 3.55
O 4.58 0.30 3.80
O 3.78 1.85 2.33
H 1.78 3.02 1.12
H 3.13 3.42 0.28
H 2.24 4.64 1.26
H 4.31 3.94 2.39
H 1.78 2.82 3.81
H 2.83 4.21 4.30
C 1.08 0.09 1.28
C 0.67 -1.22 0.60
C -0.02 -2.27 1.56
O -1.09 -2.75 0.77
C -1.19 -2.01 -0.31
O -2.06 -2.11 -1.19
O -0.32 -1.01 -0.32
H 0.34 0.81 1.39
H 1.84 0.60 0.71
H 1.63 -0.05 2.21
H 1.37 -1.73 -0.03
H -0.48 -1.80 2.42
H 0.73 -2.90 1.96
C 2.26 -0.76 -5.06
C 2.89 -0.24 -3.69
C 3.56 1.20 -3.72
O 2.90 1.89 -2.69
C 1.84 1.20 -2.25
O 0.94 1.64 -1.56
O 1.79 0.00 -2.79
H 1.74 -1.68 -4.82
H 2.97 -1.05 -5.74
H 1.58 -0.04 -5.56
H 3.65 -0.89 -3.35
H 3.59 1.66 -4.73
H 4.66 1.29 -3.47
C -4.10 -0.30 0.93
C -4.28 -0.55 2.50
C -2.90 -0.04 3.16
O -3.29 0.99 4.02
C -4.57 1.26 3.88
O -5.15 2.21 4.34
O -5.22 0.34 3.06
H -4.29 0.74 0.64
H -4.76 -0.89 0.37
H -3.18 -0.47 0.49
H -4.59 -1.55 2.76
H -2.13 0.23 2.53
H -2.54 -0.94 3.63
C -2.47 1.08 -1.96
C -3.56 2.07 -2.33
C -4.52 1.60 -3.45
O -5.59 1.16 -2.68
C -5.62 1.72 -1.55
O -6.63 1.67 -0.82
O -4.48 2.27 -1.25
H -1.91 1.25 -1.05
H -1.63 1.15 -2.62
H -2.94 0.13 -1.90
H -3.03 2.94 -2.62
H -4.19 0.83 -4.09
H -4.56 2.51 -4.03
C -3.19 5.12 0.30
C -2.69 3.88 1.08
C -1.29 3.64 0.72
O -0.75 3.06 1.86
C -1.52 3.33 2.82
O -1.20 3.02 3.93
O -2.59 4.01 2.45
H -4.27 5.10 0.66
H -3.13 5.00 -0.78
H -2.67 6.08 0.48
H -3.26 2.91 0.92
H -0.68 4.54 0.66
H -1.19 3.16 -0.20
C 7.71 0.41 0.47
C 6.15 0.72 0.65
C 5.59 1.13 -0.83
O 4.71 0.08 -1.16
C 4.71 -0.78 -0.23
O 4.10 -1.84 -0.25
O 5.37 -0.38 0.87
H 7.84 -0.20 -0.37
H 8.23 0.13 1.35
H 8.10 1.43 0.34
H 6.08 1.63 1.30
H 6.44 1.38 -1.54
H 4.86 1.91 -0.70
C 3.02 -2.55 3.78
O 1.81 -1.87 3.81
C 1.48 -1.00 4.76
O 2.41 -0.60 5.82
O 0.32 -0.49 4.51
C -0.07 0.53 5.38
H 3.83 -1.92 4.18
H 3.31 -2.89 2.79
H 2.93 -3.44 4.47
H -0.04 0.23 6.47
H -1.04 0.79 5.04
H 0.50 1.42 5.26
C -6.65 -2.17 -3.25
C -5.14 -2.11 -3.74
C -4.25 -3.10 -3.07
C -4.36 -4.53 -3.43
N -4.48 -5.66 -3.71
H -6.98 -3.14 -3.59
H -7.31 -1.41 -3.71
H -6.58 -2.00 -2.18
H -4.83 -1.11 -3.48
H -5.18 -2.37 -4.72
H -4.61 -3.20 -2.07
H -3.23 -2.86 -2.95
*
```

Properties
Orbital gap (Eh): 0.3488
SMILES: C[C@H]1COC(=O)O1.C[C@H]1COC(=O)O1.C[C@H]1COC(=O)O1.C[C@H]1COC(=O)O1.C[C@H]1COC(=O)O1.C[C@H]1COC(=O)O1.C[C@H]1COC(=O)O1.C[C@H]1COC(=O)O1.COC(=O)OC.CCCC#N
HOMO level (eV): -9.61

=====

The following is a quantum chemistry calculation of a molecular structure, C39H62IrN7O2PSi2Te, from OMol25.

ORCA input file:
```
! wB97M-V def2-TZVPD RIJCOSX def2/J DEFGRID3
* xyz 1 1
Ir 0.21 0.53 -0.37
O -1.78 -3.57 -5.42
C -1.52 -2.38 -5.60
O -1.34 -1.69 -6.61
C -1.23 -1.61 -4.28
C -0.82 -0.28 -4.32
C -0.44 0.34 -3.15
N -0.46 -0.35 -2.00
C -0.92 -1.61 -1.91
C -1.33 -2.27 -3.05
C -0.88 -2.14 -0.53
C -1.32 -3.40 -0.18
C -1.25 -3.80 1.14
C -0.75 -2.92 2.09
C -0.33 -1.67 1.69
N -0.39 -1.29 0.41
C 0.06 1.73 -2.99
C 0.17 2.63 -4.03
C 0.65 3.91 -3.78
C 1.00 4.26 -2.48
C 0.86 3.32 -1.48
N 0.41 2.09 -1.72
H -0.81 0.19 -5.30
H -1.67 -3.29 -3.08
H -1.72 -4.06 -0.94
H -1.59 -4.79 1.43
H -0.69 -3.20 3.14
H 0.05 -0.93 2.37
H -0.11 2.33 -5.03
H 0.74 4.62 -4.59
H 1.38 5.24 -2.25
H 1.11 3.52 -0.45
N -0.25 1.51 1.21
P -0.96 2.71 1.93
N -2.12 3.45 0.99
C -2.67 2.84 -0.22
C -3.52 3.86 -0.96
C -4.76 4.26 -0.14
C -4.49 4.06 1.36
C -3.04 4.38 1.68
N 0.02 3.95 2.47
C 1.22 3.53 3.20
C 2.45 3.58 2.32
C 2.64 5.00 1.73
C 1.46 5.90 2.05
C 0.12 5.23 1.76
N -1.70 2.20 3.32
C -1.56 2.74 4.67
C -0.98 1.68 5.61
C -1.76 0.35 5.50
C -2.96 0.48 4.57
C -2.53 0.99 3.20
H -3.27 1.95 0.01
H -1.85 2.51 -0.85
H -3.82 3.45 -1.93
H -2.90 4.74 -1.17
H -5.62 3.67 -0.44
H -5.01 5.30 -0.33
H -4.70 3.03 1.66
H -5.14 4.70 1.95
H -2.87 4.31 2.76
H -2.82 5.41 1.39
H 1.06 2.51 3.57
H 1.35 4.16 4.09
H 2.31 2.84 1.53
H 3.33 3.27 2.88
H 2.78 4.94 0.64
H 3.56 5.45 2.11
H 1.51 6.83 1.47
H 1.49 6.20 3.10
H 0.01 5.09 0.68
H -0.69 5.89 2.07
H -2.54 3.07 5.04
H -0.93 3.62 4.63
H -1.00 2.06 6.63
H 0.07 1.53 5.35
H -2.09 0.02 6.48
H -1.10 -0.43 5.12
H -3.70 1.15 5.01
H -3.45 -0.49 4.44
H -3.41 1.20 2.58
H -1.96 0.21 2.69
C 4.92 0.78 1.28
Si 3.90 -0.66 1.91
C 5.00 -1.90 2.75
C 2.53 -0.08 3.03
C 3.11 -1.55 0.42
Te 2.54 -0.31 -1.21
C 2.34 -1.86 -2.66
Si 3.58 -1.66 -4.09
C 3.14 -0.03 -4.91
C 5.31 -1.62 -3.37
C 3.33 -3.09 -5.25
H 5.44 1.26 2.11
H 4.32 1.55 0.79
H 5.68 0.45 0.57
H 5.46 -1.48 3.64
H 5.82 -2.22 2.09
H 4.45 -2.79 3.05
H 2.91 0.56 3.83
H 2.04 -0.93 3.51
H 1.78 0.49 2.48
H 2.22 -2.11 0.71
H 3.82 -2.25 -0.02
H 1.34 -1.81 -3.07
H 2.44 -2.80 -2.12
H 3.23 0.82 -4.23
H 2.13 -0.06 -5.31
H 3.81 0.17 -5.75
H 5.44 -0.81 -2.65
H 6.05 -1.48 -4.16
H 5.54 -2.57 -2.87
H 2.29 -3.15 -5.59
H 3.58 -4.04 -4.77
H 3.96 -2.99 -6.13
*
```

Properties
Orbital gap (Eh): 0.2377
HOMO level (eV): -10.13

=====

The following is a quantum chemistry calculation of a molecular structure, C39H64Cl6F2N3NaO9S2V in a non-equilibrium geometry, from OMol25.

ORCA input file:
```
! wB97M-V def2-TZVPD RIJCOSX def2/J DEFGRID3
* xyz -1 1
C -1.88 0.89 3.59
C -1.25 1.51 4.89
C 0.28 1.20 5.05
C 1.24 2.37 4.62
C 0.58 3.17 3.47
C 1.57 4.03 2.62
C 0.82 4.57 1.31
C 1.38 3.77 0.09
N 0.44 3.31 -0.97
C 1.29 3.17 -2.19
C 2.13 1.85 -2.21
C 2.03 1.26 -3.65
C 2.97 0.03 -3.81
C 2.37 -0.99 -4.82
C 1.76 -0.31 -6.08
C 1.49 -1.32 -7.26
C 0.06 -1.04 -7.84
C -0.53 4.33 -1.36
S -0.16 5.86 -1.79
S -2.27 3.77 -1.43
C -3.17 4.55 -0.05
C -4.72 4.41 -0.23
C -5.05 2.88 -0.09
C -5.84 2.28 -1.31
C -5.12 2.62 -2.59
N -4.73 2.91 -3.63
C -5.76 0.67 -1.21
C -7.06 0.14 -1.83
N -7.83 -0.57 -2.31
H -1.22 0.13 3.14
H -3.03 0.43 3.75
H -1.93 1.71 2.83
H -1.75 0.99 5.72
H -1.51 2.57 5.01
H 0.46 1.01 6.13
H 0.52 0.31 4.45
H 2.21 1.94 4.31
H 1.35 3.04 5.49
H -0.14 3.87 3.93
H 0.03 2.52 2.75
H 1.97 4.87 3.21
H 2.43 3.42 2.29
H 1.16 5.62 1.21
H -0.26 4.49 1.48
H 2.24 4.34 -0.33
H 1.81 2.85 0.52
H 0.58 3.10 -3.03
H 1.89 4.09 -2.39
H 1.85 1.12 -1.43
H 3.21 2.15 -2.13
H 0.96 1.06 -3.83
H 2.37 2.04 -4.36
H 3.25 -0.45 -2.86
H 3.92 0.35 -4.30
H 1.52 -1.49 -4.29
H 3.17 -1.72 -5.09
H 0.75 0.05 -5.79
H 2.31 0.58 -6.41
H 1.52 -2.34 -6.84
H 2.25 -1.12 -8.03
H -0.69 -1.11 -7.03
H -0.19 -1.77 -8.63
H 0.01 0.00 -8.23
H -2.88 5.62 -0.02
H -2.89 4.06 0.90
H -5.08 4.86 -1.17
H -5.21 4.92 0.61
H -5.64 2.69 0.83
H -4.13 2.30 -0.02
H -6.88 2.64 -1.30
H -5.80 0.41 -0.15
H -4.88 0.29 -1.72
Na 4.80 2.94 -2.57
C -3.47 4.96 5.03
Cl -3.01 4.58 6.70
Cl -4.39 6.47 5.00
Cl -2.01 5.13 4.03
Cl -4.44 3.64 4.38
C -2.27 -1.90 -0.03
O -2.70 -2.23 1.28
H -1.21 -2.15 -0.07
H -2.82 -2.51 -0.76
H -2.41 -0.75 -0.30
H -3.64 -2.03 1.34
F 4.90 -1.32 -5.53
O 2.19 -4.05 -10.91
V 3.36 -3.14 -10.05
O 4.57 -2.26 -9.24
Cl -3.74 0.17 0.35
Cl -3.44 -0.66 4.94
C 3.52 -3.06 2.71
C 2.42 -2.29 2.02
C 1.29 -3.13 1.49
O 0.77 -2.30 0.45
C 1.81 -1.54 0.00
O 1.79 -0.87 -0.98
O 2.89 -1.66 0.82
H 3.71 -4.01 2.21
H 4.46 -2.50 2.68
H 3.26 -3.27 3.74
H 2.05 -1.50 2.69
H 0.53 -3.34 2.24
H 1.63 -4.07 1.05
C -3.33 -3.53 4.77
O -2.99 -4.92 4.91
C -3.00 -5.36 6.16
O -3.27 -4.72 7.15
O -2.67 -6.66 6.14
C -2.65 -7.28 7.43
H -3.28 -3.29 3.71
H -4.34 -3.34 5.12
H -2.62 -2.90 5.30
H -3.63 -7.24 7.89
H -1.90 -6.80 8.07
H -2.37 -8.32 7.29
F 5.96 -1.05 -2.45
C 5.94 -2.39 -2.34
C 5.13 -2.98 -1.40
C 5.10 -4.36 -1.29
C 5.90 -5.14 -2.12
C 6.71 -4.53 -3.07
C 6.73 -3.15 -3.18
H 4.52 -2.36 -0.75
H 4.46 -4.84 -0.56
H 5.88 -6.22 -2.03
H 7.34 -5.13 -3.71
H 7.36 -2.66 -3.92
*
```

Properties
Orbital gap (Eh): 0.0380
HOMO level (eV): -4.27

=====

Calculated values (g mol⁻¹) of molar mass for the records, taken in order: 885.0, 975.9, 1067.9, 1107.7.